Density functional theory data (ωB97M-V with the def2-TZVPD basis set) for a structure of composition C48H43Ge2N7O5Pb.

As for the LUMO energy (alpha / beta): -3.0 / -4.5 eV. The orbital gap (alpha / beta) comes out at 0.256 / 0.218 Ha. Its net charge is +1. As for the spin multiplicity: 2. Its expectation value of S² is 0.794. As for the total energy: -189417.07355 eV. Its energy relative to the best compared isomer or geometry (same formula, charge and spin) is 0.0 kJ/mol.

Last column: Löwdin spin population.
CARTESIAN COORDINATES (ANGSTROEM)
Pb1 -0.5410 1.0303 -1.3299  0.006
O1 -2.7440 -3.2239 -0.5564  0.016
C1 -3.8863 -2.8115 0.0132  0.017
C2 -4.7429 -3.8019 0.5012  -0.003
C3 -5.9259 -3.4561 1.1147  0.017
C4 -6.2935 -2.1152 1.2591  -0.001
C5 -5.4604 -1.1364 0.7748  0.011
C6 -4.2446 -1.4564 0.1422  0.011
C7 -3.3584 -0.4060 -0.3570  0.065
O2 -2.2419 -0.7028 -0.8613  0.068
N1 -3.7974 0.8774 -0.1806  0.249
N2 -2.9577 1.7834 -0.6450  0.159
C8 -3.3453 3.0179 -0.3141  0.001
C9 -2.6621 4.2127 -0.5277  0.092
C10 -3.2202 5.3762 0.0993  -0.009
C11 -2.6069 6.5821 0.0565  0.058
C12 -1.3718 6.7111 -0.6456  0.033
C13 -0.8129 5.6546 -1.2847  0.019
C14 -1.4270 4.3550 -1.2763  0.071
O3 -0.8903 3.4087 -1.9189  0.111
H1 -2.2280 -2.4360 -0.8136  -0.001
H2 -4.4484 -4.8354 0.3773  0.000
H3 -6.5778 -4.2364 1.4863  0.001
H4 -7.2228 -1.8516 1.7437  0.000
H5 -5.7230 -0.0940 0.8726  0.000
H6 -4.2782 3.0759 0.2446  -0.003
H7 -4.1533 5.2594 0.6380  -0.002
H8 -3.0408 7.4413 0.5476  0.003
H9 -0.8773 7.6741 -0.6718  0.001
H10 0.1150 5.7483 -1.8344  0.000
O4 -0.1476 -4.1605 0.4962  0.000
C15 1.1499 -4.4669 0.2711  0.000
C16 1.7397 -5.6469 0.7110  0.000
C17 3.0316 -5.9552 0.3216  0.000
C18 3.7380 -5.1027 -0.5189  0.000
C19 3.1533 -3.9175 -0.9260  0.000
C20 1.8789 -3.5607 -0.4944  0.000
C21 1.2615 -2.2918 -0.9607  0.000
O5 0.8203 -1.3829 -0.1143  0.000
N3 1.1877 -2.1744 -2.2449  0.001
N4 0.5377 -1.0224 -2.6654  0.003
C22 0.4749 -0.9437 -3.9340  0.000
C23 -0.2651 0.1355 -4.5955  0.000
C24 -0.3707 0.1474 -5.9779  0.000
C25 -1.1230 1.1410 -6.5858  0.000
C26 -1.7386 2.0922 -5.7935  0.000
C27 -1.5743 2.0188 -4.4176  0.001
N5 -0.8570 1.0634 -3.8314  0.003
H11 -0.5777 -4.8388 1.0273  0.000
H12 1.1668 -6.3321 1.3252  0.000
H13 3.4821 -6.8790 0.6598  0.000
H14 4.7360 -5.3585 -0.8463  0.000
H15 3.6829 -3.2405 -1.5849  0.000
H16 0.9320 -1.7141 -4.5524  0.000
H17 0.1220 -0.6191 -6.5603  0.000
H18 -1.2274 1.1659 -7.6622  0.000
H19 -2.3375 2.8830 -6.2212  0.000
H20 -2.0167 2.7501 -3.7554  0.001
N6 3.1278 6.4782 -0.2319  0.000
C28 3.1325 5.4794 -0.7991  0.000
C29 3.1357 4.2249 -1.4989  0.000
C30 4.0372 3.9653 -2.5263  0.000
C31 3.9555 2.7457 -3.1750  0.000
C32 2.9849 1.8416 -2.7716  0.000
N7 2.1286 2.0812 -1.7788  0.000
C33 2.2000 3.2531 -1.1623  0.000
H21 4.7726 4.7065 -2.8078  0.000
H22 4.6295 2.4979 -3.9823  0.000
H23 2.8942 0.8757 -3.2570  0.000
H24 1.4734 3.4457 -0.3800  0.000
C34 3.5669 -0.3613 4.1119  0.000
Ge1 3.4792 -1.0232 2.2737  0.000
C35 4.4581 0.1610 1.0554  0.000
C36 4.3213 -2.7751 2.1737  0.000
Ge2 1.0949 -1.0640 1.7110  0.000
C37 0.3473 0.7393 1.8696  0.000
C38 -1.0172 0.9933 2.0344  0.000
C39 -1.4776 2.2697 2.3195  0.000
C40 -0.5858 3.3256 2.4522  0.000
C41 0.7742 3.0937 2.3129  0.000
C42 1.2300 1.8109 2.0333  0.000
C43 -0.0622 -2.2600 2.6998  0.000
C44 0.4337 -2.9860 3.7780  0.000
C45 -0.3978 -3.8271 4.5103  0.000
C46 -1.7343 -3.9472 4.1658  0.000
C47 -2.2408 -3.2366 3.0816  0.000
C48 -1.4076 -2.4055 2.3535  0.000
H25 4.6058 -0.3380 4.4426  0.000
H26 3.0094 -1.0118 4.7854  0.000
H27 3.1565 0.6451 4.1929  0.000
H28 5.5202 -0.0579 1.1798  0.000
H29 4.3066 1.2199 1.2615  0.000
H30 4.1884 -0.0367 0.0177  0.000
H31 5.3037 -2.7082 2.6445  0.000
H32 4.4586 -3.0750 1.1389  0.000
H33 3.7441 -3.5481 2.6806  0.000
H34 -1.7417 0.1928 1.9599  0.000
H35 -2.5403 2.4363 2.4461  0.000
H36 -0.9487 4.3208 2.6756  0.000
H37 1.4807 3.9059 2.4332  0.000
H38 2.2983 1.6537 1.9366  0.000
H39 1.4796 -2.9080 4.0560  0.000
H40 -0.0002 -4.3845 5.3483  0.000
H41 -2.3833 -4.5983 4.7372  0.000
H42 -3.2816 -3.3385 2.7982  0.000
H43 -1.8050 -1.9074 1.4767  0.000